{"formula": "H16O8", "method": "the ωB97M-V functional and the def2-TZVPD basis", "symbols": ["O", "H", "H", "O", "H", "H", "O", "H", "H", "O", "H", "H", "O", "H", "H", "O", "H", "H", "O", "H", "H", "O", "H", "H"], "xyz": [[0.2173, 2.7437, 0.1673], [0.1013, 2.4587, 1.1153], [-0.4387, 2.3337, -0.4797], [1.6103, -1.5043, 1.9393], [0.7933, -1.8403, 2.3413], [2.1753, -1.2273, 2.7953], [0.6603, -1.4543, -2.7377], [0.5673, -1.1563, -1.8287], [-0.0127, -2.2513, -2.6077], [0.6633, -0.3733, -0.1907], [-0.1837, -0.2813, -0.0837], [0.9733, -0.8843, 0.7993], [-1.0087, -1.4313, 2.5403], [-1.2127, -1.4893, 3.5263], [-1.7967, -0.9393, 2.3423], [2.6213, 1.9687, -0.8567], [3.0103, 1.6017, -1.6157], [1.8583, 1.6097, -0.3627], [-1.1517, 1.6607, -1.8417], [-0.3367, 1.4107, -2.4527], [-1.5287, 0.8077, -1.8517], [-2.2007, -0.4683, -0.5117], [-2.8157, -1.1883, -0.4477], [-2.5647, -0.1063, 0.3013]], "nbo_charge": [-0.9955, 0.4601, 0.5059, -0.9297, 0.5020, 0.5051, -0.9592, 0.4903, 0.4447, -1.0106, 0.4454, 0.5008, -0.9425, 0.4788, 0.4740, -1.0142, 0.4760, 0.5257, -0.9497, 0.4978, 0.4868, -0.9287, 0.4750, 0.4618], "relative_energy_kj_mol": 432.2, "total_energy_ev": -16637.531, "e_lumo_ev": -0.8, "max_force_ev_per_a": 9.0, "total_charge": 0}

=====

{"formula": "C3H5NO", "method": "the ωB97M-V functional and the def2-TZVPD basis", "symbols": ["C", "O", "C", "N", "C", "H", "H", "H", "H", "H"], "xyz": [[0.7451, -1.2160, -1.0895], [0.5374, -0.8174, 0.2535], [-0.2486, 0.3700, 0.3513], [-0.8300, 1.3249, -0.2072], [-0.7873, 1.2868, 1.3193], [1.2572, -2.1769, -1.0423], [1.3649, -0.4874, -1.6195], [-0.2030, -1.3286, -1.6193], [-1.7077, 1.0579, 1.8377], [-0.1280, 1.9868, 1.8160]], "nbo_charge": [-0.2573, -0.4764, 0.4989, -0.3879, -0.3095, 0.1988, 0.1841, 0.1854, 0.1825, 0.1814], "relative_energy_kj_mol": 258.9, "total_energy_ev": -6726.890, "e_lumo_ev": 1.0, "max_force_ev_per_a": 4.0, "total_charge": 0}

=====

- Which formula does entry 1 have?
  H16O8